{
  "formula": "C19H15NO6",
  "method": "ωB97M-V with the def2-TZVPD basis set",
  "relative_energy_kcal_mol": 128.5,
  "molar_mass_da": 353.33,
  "lumo_energy_ha": -0.0511,
  "homo_lumo_gap_ev": 8.64,
  "max_force_ha_per_bohr": 0.0369,
  "multiplicity": 1,
  "species": ["O", "C", "O", "C", "C", "C", "C", "N", "C", "C", "H", "H", "H", "H", "H", "H", "H", "C", "C", "C", "O", "C", "C", "C", "O", "H", "H", "H", "H", "C", "C", "C", "O", "C", "C", "C", "O", "H", "H", "H", "H"],
  "coordinates": [[1.0762, 2.0627, -0.3181], [1.7794, 2.1994, -1.2941], [2.6800, 3.1979, -1.4164], [3.7980, 2.8295, -2.2529], [4.8452, 2.1335, -1.4228], [4.8745, 0.7818, -1.2460], [5.8787, 0.2501, -0.4977], [6.8486, 0.9359, 0.0745], [6.7692, 2.2425, -0.0953], [5.8124, 2.8836, -0.8168], [1.6932, 1.4864, -2.1315], [4.2253, 3.7588, -2.6134], [3.4862, 2.2147, -3.0947], [4.1130, 0.1584, -1.6890], [5.8970, -0.8256, -0.3728], [7.5458, 2.8458, 0.3592], [5.8077, 3.9580, -0.9085], [-4.0219, 0.7119, 0.8183], [-4.5121, 1.4450, 1.8134], [-3.6418, 2.3521, 2.6027], [-4.0895, 3.0186, 3.5108], [-2.2051, 2.4097, 2.2383], [-1.7118, 1.6767, 1.2429], [-2.5839, 0.7718, 0.4555], [-2.1360, 0.1021, -0.4557], [-4.6418, 0.0435, 0.2341], [-5.5571, 1.4158, 2.0940], [-1.5877, 3.0773, 2.8257], [-0.6659, 1.7055, 0.9628], [-2.2933, -3.7426, -0.7043], [-3.1958, -2.9226, -0.1729], [-4.2878, -3.4365, 0.6878], [-5.1124, -2.6877, 1.1702], [-4.3369, -4.8985, 0.9370], [-3.4342, -5.7183, 0.4057], [-2.3399, -5.2044, -0.4570], [-1.5169, -5.9525, -0.9389], [-1.4891, -3.3864, -1.3354], [-3.1757, -1.8535, -0.3412], [-5.1418, -5.2524, 1.5688], [-3.4518, -6.7876, 0.5737]],
  "forces_ev_per_a": [[0.87, 0.52, -1.16], [-1.03, -0.23, 1.57], [-0.24, -0.85, -0.35], [0.33, 0.24, 0.35], [-0.82, 0.73, -0.79], [-0.89, -0.16, -0.54], [0.34, -1.61, 0.36], [0.05, -0.04, 0.13], [1.37, 0.59, 0.78], [-0.29, 0.73, -0.21], [0.35, 0.26, -0.15], [-0.19, 0.13, -0.19], [-0.19, -0.02, -0.06], [0.00, -0.22, -0.05], [0.16, -0.09, 0.13], [0.14, -0.10, 0.15], [0.11, 0.15, 0.00], [-0.03, -0.01, -0.04], [-0.02, -0.04, -0.04], [0.02, 0.04, 0.04], [-0.02, 0.01, 0.01], [0.00, -0.04, -0.05], [0.10, 0.02, 0.06], [0.04, 0.07, 0.01], [-0.06, 0.04, 0.04], [0.00, -0.02, 0.02], [0.01, 0.02, 0.03], [-0.02, 0.01, 0.02], [-0.08, -0.02, -0.04], [-0.02, 0.03, 0.02], [-0.03, -0.01, -0.02], [0.01, 0.00, 0.00], [-0.01, 0.01, -0.01], [0.00, -0.07, 0.02], [-0.06, 0.02, 0.04], [0.05, 0.00, -0.03], [0.00, -0.02, 0.00], [0.01, -0.02, 0.00], [0.05, -0.04, -0.04], [-0.01, 0.04, 0.00], [0.04, -0.01, -0.02]]
}